[1]
79
Properties=species:S:1:pos:R:3 method="wB97M-V/def2-TZVPD" e_above_lowest_kcal_mol=0.0 lumo_energy_ev="-3.056 / -5.585" homo_energy_ev="-7.4 / -10.5" charge=+1 s_squared=6.045 total_energy_ha=-2721.6998 multiplicity=5
C -1.758 -0.849 4.675
C -2.260 -0.245 3.479
C -1.936 -1.148 2.378
H -2.935 0.610 3.405
C -1.031 -2.165 2.920
C -1.023 -1.997 4.345
H -0.540 -2.683 5.036
H -1.933 -0.471 5.677
H -2.452 -1.208 1.433
H -0.666 -3.013 2.340
Ir -0.167 -0.185 2.479
Si 0.014 -0.180 -3.025
C 0.350 1.322 -4.052
C 1.614 1.527 -4.634
H 2.444 0.855 -4.393
C 1.798 2.578 -5.537
H 2.781 2.751 -5.984
C 0.723 3.413 -5.864
H 0.859 4.214 -6.590
C -0.525 3.240 -5.247
H -1.350 3.920 -5.468
C -0.708 2.201 -4.332
H -1.677 2.063 -3.845
C 0.496 -1.624 -4.102
C -0.069 -1.705 -5.395
H -0.841 -0.986 -5.703
C 0.349 -2.682 -6.310
H -0.091 -2.725 -7.312
C 1.320 -3.618 -5.927
H 1.651 -4.379 -6.644
C 1.827 -3.594 -4.619
H 2.540 -4.360 -4.309
C 1.409 -2.616 -3.705
H 1.807 -2.620 -2.683
H -1.449 -0.273 -2.982
Si 0.209 -0.038 0.184
C -0.487 -1.773 -0.249
C -1.766 -1.891 -0.817
H -2.428 -1.023 -0.892
C -2.205 -3.128 -1.296
H -3.185 -3.195 -1.770
C -1.390 -4.257 -1.196
H -1.727 -5.217 -1.596
C -0.131 -4.143 -0.599
H 0.520 -5.013 -0.534
C 0.315 -2.907 -0.108
H 1.283 -2.840 0.401
C -0.846 1.551 -0.092
C -2.224 1.555 0.126
H -2.704 0.716 0.634
C -3.002 2.638 -0.287
H -4.073 2.622 -0.093
C -2.427 3.726 -0.951
H -3.042 4.560 -1.294
C -1.049 3.715 -1.186
H -0.574 4.535 -1.727
C -0.263 2.646 -0.747
H 0.805 2.649 -0.959
H 0.610 0.063 -1.392
Cl 2.257 0.338 0.500
N -0.015 1.844 2.998
C 0.672 2.017 4.265
C 0.476 3.088 5.114
C 1.184 3.106 6.334
C 2.015 2.056 6.710
C 2.174 0.912 5.876
C 2.899 -0.249 6.196
C 2.852 -1.335 5.335
C 2.074 -1.300 4.183
N 1.393 -0.190 3.835
C 1.479 0.939 4.625
H 0.443 2.381 2.251
H -0.958 2.233 3.026
H -0.212 3.891 4.838
H 1.085 3.963 6.994
H 2.565 2.069 7.652
H 3.477 -0.264 7.122
H 3.395 -2.254 5.551
H 1.953 -2.163 3.536

***

[2]
79
Properties=species:S:1:pos:R:3 method="wB97M-V/def2-TZVPD" e_above_lowest_kcal_mol=0.0 lumo_energy_ev="-6.198 / -8.630" homo_energy_ev="-11.2 / -12.7" charge=+2 s_squared=6.063 total_energy_ha=-2707.5483 multiplicity=5
C -1.524 -2.619 3.053
C -2.667 -2.120 2.325
C -3.046 -3.118 1.365
H -3.204 -1.181 2.515
C -2.141 -4.227 1.491
C -1.197 -3.924 2.535
H -0.397 -4.575 2.894
H -1.033 -2.100 3.877
H -3.900 -3.049 0.681
H -2.215 -5.162 0.932
Os -1.001 -2.435 0.809
Si 2.237 1.330 0.112
C 1.854 2.697 -1.131
C 2.956 3.108 -1.933
H 3.910 2.549 -1.891
C 2.843 4.258 -2.738
H 3.714 4.595 -3.340
C 1.631 4.991 -2.744
H 1.580 5.927 -3.327
C 0.508 4.534 -1.999
H -0.463 5.068 -2.034
C 0.606 3.380 -1.188
H -0.283 3.032 -0.614
C 0.906 -0.055 -0.059
C -0.387 -0.037 0.542
H -0.504 0.591 1.458
C -1.639 -0.503 -0.105
H -2.508 0.134 0.064
C -1.947 -1.828 -0.770
H -2.734 -2.392 -1.261
C 0.255 -2.376 -0.717
H 0.300 -3.286 -1.343
C 1.080 -1.193 -0.956
H 1.948 -1.305 -1.621
H 0.600 -2.675 1.252
Si -0.660 -1.179 -1.713
C -0.605 -2.096 -3.404
C -1.760 -2.166 -4.175
H -2.695 -1.733 -3.801
C -1.676 -2.762 -5.440
H -2.564 -2.837 -6.063
C -0.445 -3.265 -5.908
H -0.376 -3.713 -6.902
C 0.691 -3.190 -5.102
H 1.646 -3.583 -5.450
C 0.613 -2.601 -3.827
H 1.502 -2.538 -3.199
C -0.936 0.496 -2.729
C -2.138 1.191 -2.623
H -2.897 0.893 -1.896
C -2.413 2.280 -3.474
H -3.386 2.777 -3.421
C -1.442 2.715 -4.377
H -1.657 3.548 -5.056
C -0.186 2.090 -4.398
H 0.606 2.459 -5.052
C 0.059 0.981 -3.580
H 1.041 0.483 -3.629
H 3.508 0.920 0.095
Cl 1.857 2.155 1.977
N 1.823 -1.778 4.183
C 1.878 -0.671 4.960
C 2.895 -0.457 5.906
C 2.977 0.767 6.595
C 2.085 1.806 6.333
C 0.987 1.616 5.445
C 0.003 2.601 5.160
C -1.109 2.252 4.419
C -1.243 0.927 3.959
N -0.270 0.016 4.119
C 0.833 0.338 4.821
H 1.104 -1.897 3.480
H 2.563 -2.480 4.217
H 3.615 -1.260 6.082
H 3.763 0.908 7.338
H 2.189 2.775 6.823
H 0.149 3.609 5.546
H -1.903 2.962 4.176
H -2.161 0.612 3.445

***

Please write out number 2 again, unchanged.
79
Properties=species:S:1:pos:R:3 method="wB97M-V/def2-TZVPD" e_above_lowest_kcal_mol=0.0 lumo_energy_ev="-6.198 / -8.630" homo_energy_ev="-11.2 / -12.7" charge=+2 s_squared=6.063 total_energy_ha=-2707.5483 multiplicity=5
C -1.524 -2.619 3.053
C -2.667 -2.120 2.325
C -3.046 -3.118 1.365
H -3.204 -1.181 2.515
C -2.141 -4.227 1.491
C -1.197 -3.924 2.535
H -0.397 -4.575 2.894
H -1.033 -2.100 3.877
H -3.900 -3.049 0.681
H -2.215 -5.162 0.932
Os -1.001 -2.435 0.809
Si 2.237 1.330 0.112
C 1.854 2.697 -1.131
C 2.956 3.108 -1.933
H 3.910 2.549 -1.891
C 2.843 4.258 -2.738
H 3.714 4.595 -3.340
C 1.631 4.991 -2.744
H 1.580 5.927 -3.327
C 0.508 4.534 -1.999
H -0.463 5.068 -2.034
C 0.606 3.380 -1.188
H -0.283 3.032 -0.614
C 0.906 -0.055 -0.059
C -0.387 -0.037 0.542
H -0.504 0.591 1.458
C -1.639 -0.503 -0.105
H -2.508 0.134 0.064
C -1.947 -1.828 -0.770
H -2.734 -2.392 -1.261
C 0.255 -2.376 -0.717
H 0.300 -3.286 -1.343
C 1.080 -1.193 -0.956
H 1.948 -1.305 -1.621
H 0.600 -2.675 1.252
Si -0.660 -1.179 -1.713
C -0.605 -2.096 -3.404
C -1.760 -2.166 -4.175
H -2.695 -1.733 -3.801
C -1.676 -2.762 -5.440
H -2.564 -2.837 -6.063
C -0.445 -3.265 -5.908
H -0.376 -3.713 -6.902
C 0.691 -3.190 -5.102
H 1.646 -3.583 -5.450
C 0.613 -2.601 -3.827
H 1.502 -2.538 -3.199
C -0.936 0.496 -2.729
C -2.138 1.191 -2.623
H -2.897 0.893 -1.896
C -2.413 2.280 -3.474
H -3.386 2.777 -3.421
C -1.442 2.715 -4.377
H -1.657 3.548 -5.056
C -0.186 2.090 -4.398
H 0.606 2.459 -5.052
C 0.059 0.981 -3.580
H 1.041 0.483 -3.629
H 3.508 0.920 0.095
Cl 1.857 2.155 1.977
N 1.823 -1.778 4.183
C 1.878 -0.671 4.960
C 2.895 -0.457 5.906
C 2.977 0.767 6.595
C 2.085 1.806 6.333
C 0.987 1.616 5.445
C 0.003 2.601 5.160
C -1.109 2.252 4.419
C -1.243 0.927 3.959
N -0.270 0.016 4.119
C 0.833 0.338 4.821
H 1.104 -1.897 3.480
H 2.563 -2.480 4.217
H 3.615 -1.260 6.082
H 3.763 0.908 7.338
H 2.189 2.775 6.823
H 0.149 3.609 5.546
H -1.903 2.962 4.176
H -2.161 0.612 3.445

***

> The lowest charge belongs to which entry?

C38H35ClIrN2Si2

***

> Which of these has the lowest charge?

C38H35ClIrN2Si2

***

> What is the charge in the second record?

+2